Entry 1:
Here is a structure of composition C14H33BrClF6N5NaO5P at a distorted geometry from OMol25. Energies are from ωB97M-V/def2-TZVPD.

```
67
Properties=species:S:1:pos:R:3:lowdin_charge:R:1
C -4.31 0.86 -7.94 -0.20
C -3.39 0.66 -6.57 -0.54
O -2.11 -0.04 -6.81 -0.25
C -1.83 -1.06 -5.80 -0.31
C -0.25 -1.06 -5.27 -0.14
O -0.17 -1.98 -4.10 -0.23
C 1.03 -1.67 -3.30 -0.17
C 0.55 -1.70 -1.71 -0.16
O 1.63 -2.19 -0.84 -0.19
C 1.91 -1.20 0.24 -0.12
C 2.52 -1.93 1.59 -0.21
N 3.89 -1.40 2.07 0.07
C 3.79 -1.13 3.57 -0.12
N 4.47 -0.20 4.34 0.05
O 4.15 -0.16 5.66 -0.10
C 5.11 0.77 6.30 -0.18
C 4.58 2.33 6.31 -0.09
N 2.71 -2.15 3.98 0.04
C 1.61 -1.74 2.98 -0.60
Cl -0.04 -2.58 3.08 0.66
H -5.39 0.40 -7.78 0.01
H -3.85 0.31 -8.88 0.09
H -4.46 2.03 -8.14 0.07
H -3.11 1.75 -6.20 0.10
H -4.08 0.13 -5.79 -0.13
H -2.48 -0.99 -4.82 0.07
H -2.08 -2.11 -6.29 0.07
H -0.03 0.06 -4.97 0.14
H 0.47 -1.47 -6.11 0.14
H 1.84 -2.51 -3.48 0.14
H 1.51 -0.63 -3.58 0.14
H -0.38 -2.44 -1.65 0.15
H 0.22 -0.59 -1.46 0.14
H 2.70 -0.41 -0.18 0.15
H 0.94 -0.62 0.59 0.13
H 2.69 -3.10 1.54 0.18
H 3.90 -0.42 1.68 0.12
H 5.15 0.42 3.86 0.20
H 6.17 0.69 5.76 0.14
H 5.32 0.48 7.43 0.16
H 4.80 2.78 5.23 0.08
H 5.23 2.99 7.05 0.11
H 3.45 2.46 6.59 0.10
H 2.45 -2.09 4.99 0.13
H 1.63 -0.56 3.11 0.13
F 4.46 2.39 9.32 -0.17
P 3.32 3.00 10.19 -0.03
F 3.41 3.89 8.92 -0.16
F 4.33 3.04 11.38 -0.14
F 1.80 2.84 9.90 -0.16
F 2.98 4.28 11.00 -0.14
F 2.96 1.55 10.62 -0.15
O -3.21 3.94 -6.45 -0.46
H -3.77 3.61 -7.13 -0.20
Na -0.54 -0.83 4.47 0.53
C -3.97 -0.84 -2.26 -0.08
C -4.40 -0.35 -0.89 -0.21
N -4.76 0.06 0.25 0.07
H -4.33 -0.15 -3.03 0.06
H -2.88 -0.89 -2.32 0.07
H -4.38 -1.83 -2.45 0.08
N -7.02 -0.26 -4.26 0.30
H -6.84 0.75 -4.18 0.16
H -7.08 -0.67 -3.32 0.14
H -7.91 -0.41 -4.75 0.15
H -6.26 -0.71 -4.78 0.02
Br -4.36 -1.37 -6.51 0.42
```

Results
E_HOMO	-0.1723	Ha



Entry 2:
Here is a structure of composition C20H35BCrF7N2O14 at a distorted geometry from OMol25. Energies are from ωB97M-V/def2-TZVPD.

```
80
Properties=species:S:1:pos:R:3:lowdin_charge:R:1
Cr 1.23 1.07 -3.10 0.66
B 0.85 1.35 -0.43 -1.28
F 0.90 2.36 -1.44 0.05
F 0.95 0.13 -1.18 0.05
F 1.95 1.53 0.40 0.13
F -0.33 1.34 0.28 0.17
C -2.59 -0.79 0.69 -0.04
C -2.06 -1.59 1.86 -0.22
O -3.06 -1.88 2.84 -0.02
C -3.75 -3.05 2.73 -0.28
O -3.53 -3.94 1.76 0.24
C -5.03 -3.16 3.52 -0.58
F -5.09 -2.15 4.39 0.16
F -6.14 -3.15 2.79 0.16
F -5.03 -4.31 4.22 0.15
H -1.77 -0.59 0.00 0.06
H -3.02 0.16 0.97 0.09
H -3.26 -1.43 0.12 0.08
H -1.34 -1.02 2.46 0.10
H -1.49 -2.45 1.51 0.12
C 5.11 1.80 -4.75 0.00
O 5.38 0.76 -3.78 0.04
C 4.46 0.55 -2.88 -0.61
O 3.38 1.10 -2.85 0.02
O 4.88 -0.38 -2.05 0.05
C 3.92 -0.91 -1.16 -0.02
H 4.73 2.71 -4.30 0.10
H 4.40 1.41 -5.48 0.10
H 6.06 1.97 -5.25 0.10
H 3.53 -0.12 -0.50 0.09
H 4.41 -1.64 -0.52 0.11
H 3.06 -1.32 -1.68 0.09
C -1.81 3.91 -2.81 -0.01
O -2.61 2.73 -2.79 0.05
C -2.02 1.57 -3.02 -0.58
O -0.86 1.43 -3.31 0.02
O -2.91 0.61 -2.92 0.04
C -2.47 -0.73 -3.22 0.00
H -2.23 4.61 -2.09 0.10
H -1.73 4.35 -3.80 0.11
H -0.81 3.68 -2.44 0.08
H -2.05 -0.75 -4.23 0.11
H -3.35 -1.35 -3.20 0.10
H -1.70 -1.03 -2.52 0.07
C 0.51 -3.19 -0.82 -0.05
O -0.16 -4.43 -0.93 0.03
C -1.49 -4.35 -1.10 -0.60
O -2.12 -3.34 -1.28 0.10
O -1.96 -5.59 -1.04 0.03
C -3.35 -5.73 -1.31 -0.02
H -0.01 -2.44 -1.42 0.08
H 1.51 -3.23 -1.23 0.09
H 0.47 -2.81 0.20 0.08
H -3.72 -5.00 -2.02 0.10
H -3.88 -5.62 -0.36 0.09
H -3.52 -6.74 -1.68 0.10
C 1.25 -0.24 3.00 0.08
O 0.26 -0.22 4.09 0.10
C 0.04 0.74 4.88 -0.55
O 0.71 1.83 4.81 0.43
O -0.77 0.62 5.81 0.15
C -1.85 -0.35 5.74 0.07
H 2.24 0.08 3.32 0.12
H 0.94 0.54 2.29 0.09
H 1.12 -1.19 2.50 0.11
H -2.42 -0.20 6.66 0.12
H -1.47 -1.37 5.84 0.12
H -2.55 -0.24 4.93 0.11
C 4.70 3.52 -0.02 -0.06
C 5.83 3.24 -0.90 -0.27
N 6.71 3.04 -1.60 0.16
H 5.01 3.91 0.94 0.09
H 4.08 2.64 0.13 0.06
H 4.07 4.26 -0.53 0.09
C 0.49 4.47 0.98 -0.06
C 0.33 5.38 2.11 -0.27
N 0.27 6.06 3.03 0.13
H 0.62 3.48 1.42 0.06
H 1.36 4.68 0.37 0.08
H -0.41 4.42 0.36 0.08
```

Results
net charge	+1
multiplicity	9
E_HOMO (alpha / beta)	-0.3212 / -0.4926	Ha



Entry 3:
Here is a structure of composition C26H53AlBeBrClF6LiN2O15P at a distorted geometry from OMol25. Energies are from ωB97M-V/def2-TZVPD.

```
108
Properties=species:S:1:pos:R:3:lowdin_charge:R:1
C 3.20 1.65 4.06 -0.12
O 1.77 1.35 4.08 -0.26
C 1.45 0.44 2.96 -0.22
C 0.74 1.31 1.82 -0.16
C 0.36 0.48 0.51 -0.20
C 1.60 -0.34 -0.13 -0.19
C 0.95 -1.36 -1.20 -0.21
C 1.77 -1.50 -2.57 -0.19
C 0.78 -1.85 -3.82 -0.13
C 1.72 -2.57 -4.91 -0.03
C 2.78 -1.71 -5.69 0.16
N 3.67 -2.32 -6.66 0.00
F 4.54 -1.52 -7.31 0.12
C 3.61 -3.75 -6.91 -0.08
C 4.64 -4.38 -8.00 -0.02
C 2.61 -4.70 -6.23 0.11
C 1.61 -4.09 -5.17 0.03
C 0.55 -5.02 -4.43 -0.32
O -0.69 -4.71 -4.55 -0.05
O 0.88 -6.15 -3.65 -0.05
C 0.37 -7.30 -4.43 -0.05
H 3.58 2.02 3.05 0.09
H 3.38 2.47 4.85 0.09
H 3.75 0.67 4.36 0.10
H 0.73 -0.35 3.38 0.12
H 2.43 -0.04 2.64 0.10
H -0.26 1.70 2.27 0.10
H 1.35 2.27 1.60 0.11
H -0.06 1.17 -0.31 0.10
H -0.45 -0.30 0.74 0.11
H 2.10 -0.92 0.73 0.08
H 2.37 0.38 -0.58 0.11
H -0.08 -0.91 -1.47 0.10
H 0.78 -2.36 -0.68 0.12
H 2.38 -0.58 -2.86 0.12
H 2.48 -2.41 -2.48 0.12
H -0.01 -2.58 -3.41 0.06
H 0.28 -0.90 -4.23 0.14
H 2.89 -0.58 -5.50 0.14
H 4.15 -4.42 -9.03 0.11
H 4.91 -5.43 -7.60 0.10
H 5.58 -3.73 -8.04 0.10
H 2.58 -5.84 -6.41 0.11
H 0.05 -7.00 -5.49 0.10
H -0.56 -7.78 -3.94 0.12
H 1.23 -8.04 -4.53 0.10
O 4.05 1.57 -8.13 -0.37
Cl 2.62 1.33 -8.18 0.64
O 1.92 2.59 -8.28 -0.35
O 2.21 0.65 -6.97 -0.44
O 2.30 0.51 -9.32 -0.37
C -0.85 3.57 7.33 -0.34
O -1.54 3.96 8.25 0.00
N -0.59 4.28 6.19 -0.19
C 0.24 3.74 5.13 -0.06
C -1.16 5.60 6.03 -0.05
H -0.38 2.58 7.34 0.14
H 1.10 4.40 4.98 0.09
H -0.35 3.69 4.21 0.07
H 0.60 2.74 5.38 0.07
H -0.81 6.24 6.85 0.09
H -2.25 5.53 6.08 0.08
H -0.86 6.04 5.08 0.07
C -1.42 4.62 -1.92 -0.13
O -1.54 4.15 -0.58 -0.27
P -1.05 5.29 0.62 0.78
O -0.98 4.20 1.68 -0.20
O -2.60 5.92 0.58 -0.60
C -3.73 5.05 0.69 -0.27
O -0.54 6.47 1.77 -0.22
C -1.40 7.48 2.25 -0.29
H -1.80 3.85 -2.59 0.09
H -2.01 5.53 -2.05 0.08
H -0.37 4.82 -2.15 0.09
H -3.48 4.09 1.16 0.10
H -4.14 4.87 -0.30 0.01
H -4.49 5.54 1.29 -0.10
H -2.21 7.03 2.83 0.05
H -1.79 8.09 1.42 -0.08
H -0.83 8.13 2.91 0.14
Li -1.77 -3.90 -3.01 0.86
F 1.55 -1.80 2.49 -0.56
Be -6.25 5.17 0.36 0.55
C -1.39 -4.70 5.28 -0.12
O -2.38 -3.68 5.30 -0.20
C -1.90 -2.44 4.80 -0.18
C -2.26 -2.24 3.33 -0.18
O -1.63 -3.22 2.50 -0.20
C -2.48 -4.32 2.20 -0.13
H -1.90 -5.67 5.32 0.08
H -0.78 -4.67 4.37 0.08
H -0.75 -4.60 6.16 0.09
H -0.82 -2.35 4.96 0.13
H -2.38 -1.65 5.38 0.13
H -1.88 -1.26 3.00 0.12
H -3.34 -2.25 3.17 0.13
H -3.15 -4.05 1.38 0.07
H -3.08 -4.62 3.07 0.08
H -1.86 -5.16 1.90 0.08
Br -3.49 7.75 1.23 0.98
O 2.19 -8.12 -6.55 -0.07
H 1.33 -8.07 -6.97 0.05
H 2.48 -9.03 -6.74 0.07
F -2.49 1.75 4.19 -0.23
Al -4.08 2.45 4.55 0.03
F -3.95 3.54 5.94 -0.22
F -5.23 1.15 4.92 -0.25
F -4.66 3.36 3.13 -0.25
```

Results
E_HOMO	-0.2405	Ha



Entry 4:
Here is a structure of composition C4H4FeO5 at a distorted geometry from OMol25. Energies are from ωB97M-V/def2-TZVPD.

```
14
Properties=species:S:1:pos:R:3:lowdin_charge:R:1
O 0.97 -0.48 0.54 -0.13
C 2.04 0.10 -0.16 -0.69
O 2.95 -0.58 -0.58 0.18
O 1.81 1.35 -0.23 -0.01
C 0.40 -1.73 0.13 -0.10
H 0.59 -1.89 -0.94 0.16
H 0.86 -2.55 0.71 0.16
C -1.09 -1.65 0.43 -0.16
H -1.23 -1.50 1.51 0.16
H -1.54 -2.62 0.15 0.17
O -3.16 1.31 -0.45 0.21
O -1.73 -0.65 -0.34 -0.04
C -2.24 0.83 0.14 -0.08
Fe -0.10 1.24 0.38 1.18
```

Results
net charge	+1
multiplicity	6
E_HOMO (alpha / beta)	-0.5426 / -0.5464	Ha